No. 1
Here is CH4INS as an isolated structure from the Open Molecules 2025 dataset. Energies are from the ωB97M-V functional and the def2-TZVPD basis.

Each line ends with the Löwdin charge.
Geometry (Å):
C: 0.677315 -0.112573 0.629779  -0.3924
N: 0.291148 0.212507 -0.713192  -0.9114
S: -1.268357 1.309819 -0.698115  0.5758
I: -0.202468 -1.408974 -1.937614  0.6909
H: 1.709741 -0.713636 0.631046  0.1049
H: 0.997949 0.862627 1.088934  0.0743
H: 0.050150 -0.704074 1.383798  0.0854
H: -2.255477 0.554304 -0.384636  -0.2276

Atoms 1-6, force components in eV/Å:
2.99 -1.06 2.21
-3.07 0.69 -0.49
3.45 0.81 -0.57
0.34 0.05 0.38
-2.11 1.08 -0.46
-0.64 -0.81 -0.21

Values from the calculation:
**Highest occupied orbital energy**: -9.1 eV
**Energy above the lowest of the compared OMol25 structures with the same formula, charge and spin**: 1.755 eV
**Lowest unoccupied orbital energy**: -0.0205 hartree
**E**: -21525.61818 eV

---

No. 2
Here is a 2-piece molecular cluster, C3H10NO overall from the Open Molecules 2025 dataset. Energies are from the ωB97M-V functional and the def2-TZVPD basis.

Each line ends with the Löwdin charge.
Geometry (Å):
C: 1.359310 -0.808745 -1.241899  0.0139
N: 0.433371 0.400776 -1.251275  0.1454
H: 1.253551 -1.351905 -2.173991  0.1012
H: 1.126900 -1.435085 -0.397957  0.0921
H: 2.350692 -0.364163 -1.219484  0.1047
H: 0.719151 1.031472 -1.992592  0.1675
H: -0.541736 0.136322 -1.401093  0.1409
H: 0.474033 0.796272 -0.303519  0.1031
C: -0.167048 0.489335 1.926083  0.0287
C: -1.163936 -0.127999 1.316754  -0.2662
O: -1.911420 0.412332 0.297358  -0.0273
H: 0.088877 1.504118 1.624223  0.0784
H: 0.362679 0.118119 2.788413  0.0772
H: -1.532926 -1.104790 1.610906  0.1249
H: -2.851500 0.303940 0.418072  0.1156

Atoms 1-6, force components in eV/Å:
0.00 0.89 -0.74
0.24 -1.28 0.13
-0.17 -0.04 -0.04
0.03 -0.02 0.29
0.16 -0.42 0.33
-0.01 0.41 0.16

Values from the calculation:
**Highest occupied orbital energy**: -13.9 eV
**Energy above the lowest of the compared OMol25 structures with the same formula, charge and spin**: 1.011 eV
**Lowest unoccupied orbital energy**: -0.1232 hartree
**Net charge**: +1
**E**: -6803.29931 eV

---

No. 3
Here is a 9-piece molecular cluster, C8H36BN16O8 overall from the Open Molecules 2025 dataset. Energies are from the ωB97M-V functional and the def2-TZVPD basis.

Each line ends with the Löwdin charge.
Geometry (Å):
B: 0.127849 -0.242894 -0.631018  -0.4039
H: 0.556188 -0.707218 -1.591604  -0.0092
H: 0.462063 -0.806688 0.307291  -0.0174
H: 0.385178 0.853897 -0.432145  -0.0275
H: -1.013687 -0.201879 -0.741115  -0.0492
C: 4.294284 -0.016574 -0.066358  -0.6856
O: 4.297665 -0.146120 1.158132  0.0140
N: 5.443553 0.168530 -0.772821  0.1368
N: 3.170253 0.248448 -0.774645  0.1704
H: 6.247661 -0.374852 -0.502015  0.0968
H: 5.349141 0.261886 -1.771453  0.0855
H: 3.158213 0.039014 -1.755365  0.0742
H: 2.301977 0.162309 -0.241931  0.0509
C: 1.228278 4.148789 1.717369  -0.6973
O: 1.771761 5.251962 1.582421  -0.0111
N: -0.108344 4.026954 1.657244  0.1609
N: 1.907029 3.006119 1.999720  0.1772
H: -0.604533 4.897227 1.564132  0.1073
H: -0.618922 3.166157 1.672005  0.0549
H: 1.586997 2.095550 1.723511  0.0632
H: 2.833817 3.172049 2.349132  0.1095
C: 1.562257 -3.821669 -1.368694  -0.6700
O: 2.155056 -4.897878 -1.429228  -0.0053
N: 0.546622 -3.536715 -2.238722  0.1472
N: 1.709797 -2.914692 -0.352947  0.1569
H: 0.125027 -2.629540 -2.118604  0.0464
H: 0.116603 -4.287685 -2.739326  0.0971
H: 1.035119 -2.151235 -0.444284  -0.0075
H: 2.234369 -3.010885 0.494894  0.1147
C: 0.751012 0.450800 3.459108  -0.7094
O: 1.845488 -0.039527 3.195739  0.0159
N: 0.355070 0.744747 4.719192  0.1624
N: -0.218985 0.659767 2.536366  0.1635
H: -0.446853 1.333230 4.845570  0.0950
H: 1.015132 0.575441 5.455605  0.1029
H: -1.053025 1.180375 2.743728  0.0939
H: -0.236741 0.174048 1.646362  0.0431
C: -3.088135 2.238589 0.308924  -0.6915
O: -3.759245 3.281744 0.370050  -0.0159
N: -3.556415 1.042518 0.707726  0.1737
N: -1.949189 2.175970 -0.422132  0.1545
H: -2.958085 0.235152 0.747162  0.0673
H: -4.529663 0.923940 0.919522  0.1097
H: -1.654047 2.983643 -0.937718  0.0977
H: -1.572332 1.265821 -0.663653  0.0104
C: -1.761958 -2.541654 2.489992  -0.6809
O: -2.355182 -2.110800 3.481412  -0.0057
N: -2.373360 -2.554592 1.285528  0.1624
N: -0.403882 -2.720715 2.408335  0.1668
H: -3.294591 -2.146082 1.296433  0.0839
H: -1.877284 -2.863011 0.471458  0.0877
H: 0.139878 -2.571672 3.241244  0.1013
H: 0.081623 -3.071381 1.603245  0.0666
C: 1.268741 2.374363 -3.497827  -0.6740
O: 1.196993 3.248729 -4.367131  -0.0069
N: 0.897569 2.536011 -2.217181  0.1692
N: 1.879816 1.157965 -3.745987  0.1410
H: 0.803192 1.719748 -1.611733  0.0158
H: 0.639997 3.437545 -1.858702  0.1095
H: 1.464267 0.496595 -3.104057  0.0511
H: 2.200611 0.945413 -4.670441  0.0958
C: -3.945365 -1.940613 -1.690631  -0.6802
O: -4.565816 -1.592250 -0.668671  -0.0214
N: -2.755903 -1.422117 -2.004129  0.1797
N: -4.517572 -2.782504 -2.589105  0.1541
H: -2.263389 -0.718976 -1.476358  0.0374
H: -2.277708 -1.795303 -2.807391  0.0987
H: -5.397299 -3.221085 -2.412607  0.1044
H: -3.988666 -2.842272 -3.440835  0.0902

Atoms 1-6, force components in eV/Å:
-0.45 0.22 0.03
0.78 -0.44 -1.51
0.20 -0.90 1.27
0.78 1.37 0.23
-1.52 -0.38 0.18
-0.24 1.18 2.10

Values from the calculation:
**Highest occupied orbital energy**: -7.1 eV
**Energy above the lowest of the compared OMol25 structures with the same formula, charge and spin**: 0.000 eV
**Lowest unoccupied orbital energy**: 0.0732 hartree
**Net charge**: -1
**E**: -49786.76451 eV

---

No. 4
Here is a 2-piece molecular cluster, C4H10O2 overall from the Open Molecules 2025 dataset. Energies are from the ωB97M-V functional and the def2-TZVPD basis.

Each line ends with the Löwdin charge.
Geometry (Å):
O: 4.923656 -0.232078 -0.872394  0.0504
C: 4.910672 -0.977132 0.071694  -0.3854
O: 5.805896 -1.990139 0.095264  0.0585
H: 4.435831 -0.782510 1.127776  0.1724
H: 6.251537 -1.683347 -0.703616  0.1039
C: -3.755415 0.314897 0.067354  -0.0989
C: -2.311278 1.047518 -0.197221  -0.3511
C: -1.148201 0.280201 0.236794  -0.1852
H: -4.439637 0.875431 -0.623937  0.0772
H: -3.639418 -0.548925 -0.440871  -0.0038
H: -3.967323 0.029394 1.143503  0.0882
H: -2.334567 1.215873 -1.320783  0.0993
H: -2.376694 2.160936 0.121209  0.1157
H: -0.162512 0.326345 -0.353208  0.0883
H: -1.319959 -0.825027 0.423561  0.0851
H: -0.872586 0.788562 1.224868  0.0855

Atoms 1-6, force components in eV/Å:
-1.05 0.06 0.44
0.72 1.04 1.93
-0.84 0.44 0.33
0.25 -0.63 -2.12
0.91 -0.91 -0.58
1.78 3.25 0.57

Values from the calculation:
**Highest occupied orbital energy**: -10.8 eV
**Energy above the lowest of the compared OMol25 structures with the same formula, charge and spin**: 1.930 eV
**Lowest unoccupied orbital energy**: 0.0301 hartree
**E**: -8403.61707 eV
**SMILES**: O=CO.CCC

---

No. 5
Here is C13H21As2BCoF4NO4S3 as an isolated structure from the Open Molecules 2025 dataset. Energies are from the ωB97M-V functional and the def2-TZVPD basis.

Each line ends with the Löwdin charge.
Geometry (Å):
Co: -0.382789 -1.347424 0.031256  0.3657
O: 1.996720 -0.339313 2.560823  -0.4701
S: 1.415627 -1.649633 1.943968  0.3234
O: 1.783161 -2.716425 2.806106  -0.2529
O: -0.081836 -1.572548 1.887582  -0.4110
O: 1.868663 -1.708036 0.548730  -0.3917
C: -1.847275 1.047255 2.251237  -0.2356
As: -1.340185 0.841321 0.326183  1.1822
C: -3.082286 1.168198 -0.502542  -0.2644
C: -0.477198 2.549534 -0.163978  -0.4091
C: -0.941169 3.241073 -1.275562  -0.1099
C: -0.439399 4.504744 -1.592209  -0.0715
C: 0.559971 5.046447 -0.793528  -0.0664
C: 1.201944 4.246842 0.205850  -0.0935
C: 0.632466 3.028388 0.539860  -0.3845
As: 1.588080 1.633060 1.671070  1.3185
C: 2.627161 2.746712 3.019205  -0.2179
C: 3.138666 1.309153 0.409693  -0.2220
H: -1.977926 2.073453 2.609775  0.0390
H: -1.012479 0.551312 2.799690  0.0057
H: -2.721197 0.420576 2.357206  0.0230
H: -3.334135 2.258590 -0.248834  0.0750
H: -3.727388 0.480131 0.022242  0.0078
H: -3.120459 0.904664 -1.547114  0.0282
H: -1.712165 2.719777 -1.845385  0.0913
H: -0.765036 4.987120 -2.509413  0.1099
H: 0.886330 6.077495 -0.934743  0.1045
H: 2.196408 4.453182 0.637252  0.1050
H: 3.015618 2.006288 3.697446  0.0151
H: 2.041060 3.552453 3.492193  0.0387
H: 3.467012 3.181680 2.458136  0.0207
H: 2.889457 1.493760 -0.687230  0.0610
H: 3.348936 0.217444 0.558418  0.0158
H: 4.031157 1.903162 0.625996  0.0226
S: 0.037027 -1.298121 -2.210020  0.6665
C: 0.304681 -2.952823 -2.315848  -1.0752
N: 1.163684 -3.651099 -1.588573  -0.0207
C: 0.852611 -5.071183 -1.553080  -0.1710
C: -0.077616 -5.391032 -2.792806  -0.3910
S: -0.735948 -3.825355 -3.389993  0.9934
H: 1.757229 -3.135590 -0.885931  0.1393
H: 0.343737 -5.310142 -0.582703  0.1400
H: 1.734543 -5.701009 -1.599030  0.1140
H: -0.853268 -6.076552 -2.524648  0.0719
H: 0.473729 -5.839016 -3.588114  0.0587
F: -3.549939 -1.386705 -1.631030  0.1085
B: -3.407943 -2.215599 -0.509883  -1.1618
F: -4.206498 -3.314771 -0.511110  0.1778
F: -3.560335 -1.472545 0.755512  0.0167
F: -2.001213 -2.668894 -0.432121  -0.0198

Atoms 1-6, force components in eV/Å:
-0.59 -0.61 -0.52
-0.88 -0.25 -0.45
0.61 0.52 2.16
0.73 -0.48 0.03
-0.11 0.45 0.43
-0.02 -0.10 -0.93

Values from the calculation:
**Multiplicity**: 5
**Highest occupied orbital energy (spin up / spin down)**: -8.6 / -9.3 eV
**Energy above the lowest of the compared OMol25 structures with the same formula, charge and spin**: 0.159 eV
**Lowest unoccupied orbital energy (spin up / spin down)**: -0.0009 / -0.0883 hartree
**E**: -226862.87838 eV

---

No. 6
Here is a 3-piece molecular cluster, C8H9BrNO3S overall from the Open Molecules 2025 dataset. Energies are from the ωB97M-V functional and the def2-TZVPD basis.

Each line ends with the Löwdin charge.
Geometry (Å):
C: -1.050528 -1.539264 -0.712143  -0.6055
C: -4.091059 1.849566 0.854527  -0.5925
C: -0.631689 -2.795678 0.077862  -0.1241
C: 0.171728 0.607773 0.081654  -0.0346
C: 1.440468 0.980788 -0.174677  -0.3114
C: 0.330464 -1.854783 0.782973  -0.8536
C: 2.507590 -0.038095 -0.461446  -0.0665
C: 1.767041 2.436005 -0.401672  -0.0902
N: -0.105548 -0.759976 0.071789  -0.0362
O: -3.149473 2.097124 0.259555  0.1550
O: -1.362779 -1.374583 -1.845211  0.0620
O: -4.975314 1.676391 1.519296  0.1920
S: 1.266930 -2.063695 2.029443  0.6905
Br: -3.388739 -1.292325 0.698606  -0.0885
H: -1.463403 -3.204627 0.606604  0.0436
H: -0.164463 -3.619876 -0.406617  0.1001
H: -0.748699 1.235028 0.192866  0.1315
H: 1.996612 -0.800582 -1.113954  0.1062
H: 2.790476 -0.650145 0.370342  0.0118
H: 3.321010 0.530191 -0.877629  0.0656
H: 2.712057 2.771285 0.087287  0.0759
H: 0.917912 3.084282 -0.129530  0.0695
H: 1.909408 2.725200 -1.509919  0.0994

Atoms 1-6, force components in eV/Å:
1.66 -1.25 -0.72
2.22 -0.01 -0.88
-0.25 0.81 0.02
0.19 0.46 -0.24
-0.99 0.60 0.05
-2.66 0.43 -1.11

Values from the calculation:
**Highest occupied orbital energy**: -4.6 eV
**Energy above the lowest of the compared OMol25 structures with the same formula, charge and spin**: 0.000 eV
**Lowest unoccupied orbital energy**: 0.1108 hartree
**Net charge**: -1
**E**: -96954.22695 eV